[1]
The following is a quantum chemistry calculation of a 2-piece molecular cluster, C9H14O overall at a distorted geometry, from the Open Molecules 2025 dataset.

Cartesian coordinates (Å):
1 C 1.128 2.476 0.041
2 C -0.186 1.756 0.151
3 C -0.946 1.791 1.347
4 C -1.940 0.832 1.541
5 C -2.198 -0.222 0.677
6 O -3.424 -1.038 0.778
7 C -1.682 -0.149 -0.570
8 C -0.502 0.730 -0.828
9 H 1.911 1.730 0.400
10 H 0.992 3.308 0.616
11 H 1.457 2.855 -0.872
12 H -0.782 2.625 2.031
13 H -2.646 0.767 2.524
14 H -3.403 -1.632 1.475
15 H -1.983 -0.741 -1.438
16 H -0.109 0.627 -1.774
17 C 1.878 -1.458 -0.156
18 C 1.695 -2.460 -1.322
19 H 1.023 -0.926 0.157
20 H 2.246 -1.940 0.740
21 H 2.451 -0.610 -0.713
22 H 2.604 -3.012 -1.422
23 H 1.173 -1.929 -2.173
24 H 1.244 -3.381 -1.210

The HOMO energy is -8.9 eV. The largest force on an atom is 0.119 Eh/bohr. As for the spin multiplicity: 1. The value obtained for the energy above the lowest of the compared OMol25 structures with the same formula, charge and spin is 66.2 kcal/mol. For the lowest unoccupied orbital energy, the calculation gives 0.034 Eh.

Atom charges from the Löwdin analysis, given in e for atoms 1 to 4: C -0.05; C -0.26; C -0.05; C -0.04


[2]
The following is a quantum chemistry calculation of a 2-piece molecular cluster, C9H14O overall at a distorted geometry, from the Open Molecules 2025 dataset.

Cartesian coordinates (Å):
1 C 1.911 0.610 -2.082
2 C 1.747 0.651 -0.594
3 C 2.772 0.611 0.311
4 C 2.615 0.516 1.695
5 C 1.325 0.397 2.143
6 O 1.026 0.469 3.475
7 C 0.269 0.485 1.250
8 C 0.375 0.653 -0.138
9 H 1.264 1.355 -2.524
10 H 1.809 -0.433 -2.318
11 H 2.850 1.065 -2.344
12 H 3.719 0.447 -0.181
13 H 3.419 0.459 2.433
14 H 1.871 0.477 3.948
15 H -0.778 0.296 1.656
16 H -0.545 0.753 -0.676
17 C -2.769 -1.166 -0.018
18 C -3.517 -1.105 -1.366
19 H -2.367 -2.201 -0.124
20 H -2.136 -0.296 -0.035
21 H -3.527 -1.098 0.764
22 H -3.921 -2.018 -1.792
23 H -4.368 -0.417 -1.319
24 H -3.047 -0.511 -2.163

The HOMO energy is -8.4 eV. The largest force on an atom is 0.080 Eh/bohr. As for the spin multiplicity: 1. The value obtained for the energy above the lowest of the compared OMol25 structures with the same formula, charge and spin is 35.6 kcal/mol. For the lowest unoccupied orbital energy, the calculation gives 0.034 Eh.

Atom charges from the Löwdin analysis, given in e for atoms 1 to 4: C -0.06; C -0.29; C -0.06; C -0.02


[3]
The following is a quantum chemistry calculation of a 2-piece molecular cluster, C9H14O overall at a distorted geometry, from the Open Molecules 2025 dataset.

Cartesian coordinates (Å):
1 C 1.556 0.449 2.715
2 C 1.091 -0.444 1.563
3 C 1.921 -1.330 0.859
4 C 1.323 -2.058 -0.205
5 C -0.059 -2.154 -0.250
6 O -0.652 -2.893 -1.256
7 C -0.939 -1.355 0.456
8 C -0.296 -0.489 1.390
9 H 2.678 0.485 2.935
10 H 1.121 -0.059 3.576
11 H 1.253 1.465 2.558
12 H 3.014 -1.269 1.051
13 H 1.969 -2.670 -0.723
14 H -1.603 -2.590 -1.338
15 H -1.997 -1.437 0.387
16 H -0.799 0.426 1.940
17 C -1.888 1.785 -1.848
18 C -0.439 2.151 -2.089
19 H -2.243 0.756 -1.734
20 H -2.182 2.212 -0.901
21 H -2.514 2.275 -2.573
22 H 0.290 1.447 -1.591
23 H -0.222 3.215 -1.739
24 H -0.385 2.084 -3.184

The HOMO energy is -8.5 eV. The largest force on an atom is 0.080 Eh/bohr. As for the spin multiplicity: 1. The value obtained for the energy above the lowest of the compared OMol25 structures with the same formula, charge and spin is 32.7 kcal/mol. For the lowest unoccupied orbital energy, the calculation gives 0.031 Eh.

Atom charges from the Löwdin analysis, given in e for atoms 1 to 4: C -0.07; C -0.31; C -0.02; C 0.00


[4]
The following is a quantum chemistry calculation of a 2-piece molecular cluster, C9H14O overall at a distorted geometry, from the Open Molecules 2025 dataset.

Cartesian coordinates (Å):
1 C 0.837 1.896 2.727
2 C 0.673 1.102 1.450
3 C -0.509 1.198 0.730
4 C -0.591 0.732 -0.578
5 C 0.554 0.250 -1.195
6 O 0.566 -0.065 -2.528
7 C 1.755 0.125 -0.508
8 C 1.798 0.630 0.782
9 H 1.499 1.419 3.450
10 H -0.114 2.045 3.237
11 H 1.219 2.881 2.460
12 H -1.377 1.692 1.136
13 H -1.488 0.738 -1.186
14 H -0.175 0.311 -2.989
15 H 2.637 -0.258 -1.000
16 H 2.751 0.651 1.297
17 C -1.846 -2.310 -1.160
18 C -2.215 -2.503 0.310
19 H -2.353 -1.485 -1.658
20 H -0.800 -2.063 -1.287
21 H -2.037 -3.240 -1.669
22 H -1.898 -1.636 0.890
23 H -3.291 -2.632 0.390
24 H -1.731 -3.377 0.741

The HOMO energy is -8.4 eV. The largest force on an atom is 0.025 Eh/bohr. As for the spin multiplicity: 1. The value obtained for the energy above the lowest of the compared OMol25 structures with the same formula, charge and spin is 6.6 kcal/mol. For the lowest unoccupied orbital energy, the calculation gives 0.032 Eh.

Atom charges from the Löwdin analysis, given in e for atoms 1 to 4: C -0.06; C -0.29; C -0.05; C -0.04